No. 1
A 2-piece molecular cluster, C2H4N2OS overall, computed with ωB97M-V/def2-TZVPD.

Atoms and positions in Å:
S  -2.194  0.831  0.259
O  0.293  2.202  0.602
N  1.379  -1.253  -0.309
N  0.307  1.164  -0.115
C  1.270  -2.341  0.074
C  -0.673  0.430  -0.350
H  -0.627  -0.607  -0.855
H  0.944  -3.240  0.428
H  1.199  0.751  -0.384
H  -1.898  2.063  0.650

* lowest unoccupied orbital energy: 0.535 eV
* energy relative to the best compared isomer or geometry (same formula, charge and spin): 441.8 kJ/mol
* E: -661.41727 Eh
* charge: 0



No. 2
C23H19AuF9N2OSe3 as an isolated structure, computed with ωB97M-V/def2-TZVPD.

Atoms and positions in Å:
Au  0.201  2.096  -1.309
Se  -0.297  0.087  0.813
Se  0.357  4.769  -3.060
Se  2.183  4.742  -1.617
F  -1.975  -2.648  0.120
F  0.067  -3.231  -0.239
F  -2.769  -0.293  -0.962
F  -1.479  -3.834  -1.618
F  -3.063  -1.817  -2.463
F  1.044  -2.588  -2.631
F  0.462  -0.679  -3.436
F  -2.046  0.030  -2.960
F  -0.747  -2.427  -3.838
O  -0.049  -0.618  -0.911
N  2.293  1.870  -1.666
N  -1.353  3.507  -1.161
C  -0.009  -1.817  -2.919
C  2.979  2.996  -1.893
C  0.085  -4.497  4.930
C  -2.445  3.388  -0.400
C  4.319  2.970  -2.244
C  -1.172  -2.649  3.770
C  -2.210  -0.902  -2.014
C  -1.282  -1.633  2.834
C  -0.144  -1.320  2.066
C  -3.383  4.399  -0.298
C  -1.059  -2.847  -0.835
C  4.960  1.745  -2.353
C  2.904  0.687  -1.796
C  1.057  -2.032  2.213
C  2.292  -1.748  1.403
C  0.002  -3.378  3.932
C  4.241  0.583  -2.129
C  -0.829  -1.525  -1.628
C  -2.592  -0.901  2.701
C  -1.141  4.643  -1.844
C  1.102  -3.054  3.149
C  -3.170  5.575  -0.997
C  -2.028  5.702  -1.777
H  0.909  -4.332  5.624
H  -3.328  -1.329  3.378
H  -2.563  2.446  0.118
H  6.006  1.703  -2.626
H  -2.489  0.156  2.946
H  0.276  -5.444  4.423
H  2.445  -2.527  0.655
H  -2.979  -0.969  1.684
H  3.168  -1.738  2.051
H  2.287  -0.185  -1.622
H  2.024  -3.611  3.274
H  4.698  -0.392  -2.218
H  -3.880  6.389  -0.938
H  -4.260  4.256  0.315
H  -1.824  6.609  -2.327
H  -0.835  -4.594  5.503
H  4.842  3.895  -2.443
H  -2.031  -2.891  4.385
H  2.231  -0.794  0.881

* lowest unoccupied orbital energy: -3.554 eV
* energy relative to the best compared isomer or geometry (same formula, charge and spin): 0.0 kJ/mol
* E: -9311.20140 Eh
* charge: +1



No. 3
C9H32B2O3Rb as an isolated structure, computed with ωB97M-V/def2-TZVPD.

Atoms and positions in Å:
Rb  -0.320  -0.375  -0.249
O  -1.238  1.300  -2.627
O  0.824  -4.297  -2.177
O  -0.261  1.506  1.971
C  -0.491  2.582  2.783
C  0.941  -4.943  -0.961
C  -0.584  3.557  -2.344
C  0.415  2.500  4.034
C  -0.257  -5.896  -0.910
C  0.851  -3.849  0.095
C  -1.968  2.634  3.128
C  -1.746  2.540  -2.434
C  -2.675  2.576  -1.253
B  2.446  0.369  1.711
B  1.786  -1.345  -2.781
H  0.296  3.071  -1.923
H  0.640  1.196  2.086
H  -0.294  3.488  2.210
H  1.892  -5.426  -1.185
H  0.977  -1.867  -3.268
H  -0.059  -6.692  -0.192
H  1.546  -1.533  -1.746
H  -2.495  2.518  2.181
H  2.746  -1.740  -3.075
H  -2.347  1.784  3.695
H  -0.335  -6.418  -1.863
H  2.325  1.198  2.391
H  2.201  0.716  0.719
H  1.728  -0.408  1.924
H  1.644  -0.303  -3.024
H  -0.328  3.787  -3.378
H  0.107  -3.079  -0.108
H  0.428  1.496  4.459
H  -2.261  3.504  3.715
H  -3.326  1.707  -1.155
H  -3.175  3.543  -1.219
H  1.816  -3.348  0.170
H  0.121  3.198  4.817
H  -1.967  0.698  -2.463
H  -2.335  2.963  -3.248
H  -0.838  4.482  -1.826
H  -1.137  -5.290  -0.699
H  1.332  -3.483  -2.153
H  1.405  2.872  3.771
H  -2.088  2.763  -0.354
H  0.614  -4.211  1.096
H  3.443  -0.041  1.660

* lowest unoccupied orbital energy (spin up / spin down): -0.596 / -5.506 eV
* <S²>: 0.754
* spin multiplicity: 2
* E: -661.23967 Eh
* charge: 0



No. 4
C41H48FMnN9O as an isolated structure, computed with ωB97M-V/def2-TZVPD.

Atoms and positions in Å:
Mn  0.015  0.361  0.316
F  -8.082  -1.336  -0.611
O  -0.093  1.118  -1.419
N  -0.388  0.137  2.269
N  -1.886  2.204  -0.582
N  0.551  -1.728  -0.033
N  3.778  1.952  1.496
N  -1.577  1.401  0.450
N  1.419  2.416  1.324
N  2.261  0.591  0.234
N  1.056  -4.023  0.319
N  -0.752  -3.086  1.372
C  -0.747  -4.135  2.363
C  -0.686  4.976  -4.573
C  -4.668  -2.423  -1.088
C  2.776  -2.483  -3.496
C  0.440  -5.223  -0.201
C  -1.988  -2.346  1.321
C  -6.169  -0.074  -1.214
C  -6.007  -2.462  -0.787
C  -4.823  -0.028  -1.470
C  -6.751  -1.290  -0.872
C  -2.680  -1.155  -1.771
C  0.279  -2.888  0.508
C  -1.919  0.877  4.033
C  -0.956  2.975  -2.662
C  4.525  1.020  2.307
C  4.215  3.324  1.579
C  3.321  -1.586  -2.556
C  -2.163  1.568  1.648
C  -1.985  3.895  -2.866
C  1.021  3.472  0.403
C  -1.003  2.032  -1.552
C  -1.522  0.857  2.674
C  4.409  0.325  -0.862
C  0.271  -0.531  3.226
C  1.324  2.824  2.712
C  -1.201  0.199  4.974
C  -0.078  -0.545  4.555
C  1.492  -2.936  -3.365
C  5.172  -0.189  -1.901
C  4.632  -1.111  -2.755
C  -3.320  2.502  1.838
C  2.556  -1.148  -1.433
C  2.542  1.624  0.972
C  0.198  3.048  -3.450
C  3.105  -0.105  -0.610
C  0.327  4.047  -4.392
C  0.768  -2.601  -2.230
C  -4.020  -1.204  -1.442
C  -1.848  4.882  -3.819
C  2.475  -3.960  0.061
C  1.292  -1.779  -1.236
H  -1.477  0.222  6.017
H  -1.882  -1.490  0.646
H  -6.493  -3.378  -0.482
H  3.660  3.938  0.874
H  -2.794  -2.991  0.957
H  1.231  4.120  -4.978
H  1.063  -3.589  -4.109
H  -4.344  0.909  -1.706
H  0.989  2.328  -3.290
H  -4.231  1.950  2.068
H  -2.254  -1.984  2.315
H  0.630  -5.308  -1.278
H  2.947  -4.770  0.624
H  -1.460  -4.930  2.119
H  4.427  1.284  3.369
H  -0.054  3.649  0.475
H  -3.474  3.046  0.911
H  4.823  1.128  -0.279
H  -2.644  5.598  -3.958
H  -2.871  3.826  -2.254
H  6.176  0.180  -2.049
H  1.257  3.176  -0.619
H  -0.217  -3.018  -2.086
H  0.497  -1.114  5.269
H  -6.784  0.811  -1.280
H  2.713  -4.085  -1.001
H  1.141  -1.090  2.893
H  0.269  2.969  2.947
H  -2.794  1.448  4.302
H  4.121  3.744  2.588
H  -3.122  3.209  2.643
H  4.141  0.015  2.147
H  5.586  1.045  2.043
H  -0.634  -5.206  -0.039
H  -1.039  -3.705  3.324
H  1.707  2.029  3.347
H  -0.563  5.781  -5.283
H  1.855  3.758  2.932
H  2.872  -3.010  0.403
H  -2.208  -0.241  -2.079
H  -2.079  -2.042  -1.800
H  0.246  -4.565  2.454
H  0.871  -6.099  0.291
H  3.391  -2.791  -4.327
H  1.527  4.423  0.623
H  5.183  -1.472  -3.611
H  -4.087  -3.335  -1.072
H  5.271  3.372  1.297

* lowest unoccupied orbital energy (spin up / spin down): -0.122 / -0.154 eV
* <S²>: 8.868
* spin multiplicity: 6
* E: -3409.97939 Eh
* charge: 0



No. 5
A 2-piece molecular cluster, CH3ClN2O2 overall, computed with ωB97M-V/def2-TZVPD.

Atoms and positions in Å:
Cl  -2.142  1.332  -0.457
O  1.551  0.718  0.539
O  3.547  0.653  -0.299
N  2.357  0.605  -0.597
N  -1.110  0.104  0.052
C  -1.566  -1.061  0.156
H  -2.653  -1.164  0.042
H  -0.736  -1.673  0.439
H  0.752  0.485  0.124

* lowest unoccupied orbital energy: 0.270 eV
* energy relative to the best compared isomer or geometry (same formula, charge and spin): 224.9 kJ/mol
* E: -759.92578 Eh
* charge: 0
* SMILES string: C=NCl.O=NO



No. 6
A 11-piece molecular cluster, H23O11 overall, computed with ωB97M-V/def2-TZVPD.

Atoms and positions in Å:
O  0.980  0.843  3.083
O  -2.227  1.457  2.901
O  0.783  -2.822  2.586
O  -1.162  1.941  -2.248
O  -2.378  0.036  0.509
O  1.540  0.749  -3.166
O  -1.323  -3.457  -0.594
O  -1.224  0.153  -4.126
O  3.484  0.055  2.231
O  -0.408  -1.033  -2.057
O  0.509  1.858  0.209
H  -0.933  -1.808  -1.781
H  -1.366  1.326  3.317
H  -1.789  2.540  -1.925
H  1.783  1.105  3.555
H  0.157  2.494  0.805
H  4.442  -0.053  2.344
H  2.336  1.261  -3.250
H  -2.895  0.831  0.585
H  1.211  0.484  2.222
H  1.761  0.027  -2.573
H  -0.842  -4.199  -0.969
H  -0.787  -0.324  -3.235
H  -0.702  0.874  -4.524
H  1.484  -2.322  3.033
H  1.389  -3.579  2.442
H  -2.574  2.335  3.078
H  3.189  -0.849  2.337
H  1.456  1.783  0.260
H  -1.920  0.125  1.354
H  -0.173  -0.555  -1.252
H  -1.643  -4.024  0.135
H  -0.363  1.931  -1.702
H  -1.794  0.820  -3.582

* lowest unoccupied orbital energy: -2.792 eV
* energy relative to the best compared isomer or geometry (same formula, charge and spin): 295.7 kJ/mol
* E: -841.16953 Eh
* charge: +1



No. 7
C38H29BrN3O10PSW as an isolated structure, computed with ωB97M-V/def2-TZVPD.

Atoms and positions in Å:
W  0.199  0.751  0.723
Br  -2.298  -6.036  -2.365
S  3.201  1.063  0.983
P  1.165  -1.778  0.650
O  -1.571  1.431  -0.228
O  0.997  0.184  2.467
O  3.704  -0.080  1.706
O  2.492  2.111  1.694
O  2.286  0.650  -0.155
O  0.028  -0.969  4.142
O  -5.286  5.933  1.900
O  -0.443  2.068  1.980
O  -4.273  6.597  3.681
O  -1.204  -0.492  1.443
N  0.107  0.038  -1.470
N  0.670  2.541  -0.483
N  -4.388  5.869  2.716
C  0.852  1.954  -4.580
C  -1.381  3.731  3.323
C  2.067  -3.614  -1.275
C  0.732  2.343  -1.828
C  3.652  -3.025  0.437
C  -1.801  -4.494  -1.367
C  4.588  1.844  0.225
C  -2.398  3.108  1.198
C  1.048  3.417  -2.696
C  0.665  -0.919  3.128
C  -2.253  -1.465  -0.582
C  0.890  3.736  0.029
C  -3.357  4.839  2.521
C  -0.153  -1.201  -1.969
C  1.278  4.678  -2.118
C  -4.052  -3.074  -0.107
C  1.122  3.202  -4.090
C  -3.395  4.074  1.397
C  0.462  1.037  -2.344
C  -0.432  -2.498  0.198
C  4.225  -4.676  -1.215
C  -1.377  2.933  2.159
C  -1.324  -3.431  -2.001
C  -1.955  -4.598  0.120
C  1.267  -2.130  2.441
C  -2.352  4.675  3.493
C  4.562  -3.922  -0.099
C  -0.931  -3.757  0.917
C  -1.583  -1.665  0.801
C  -0.982  -2.195  -1.229
C  2.982  -4.509  -1.810
C  2.382  -2.888  -0.127
C  -2.401  2.294  0.042
C  1.201  4.840  -0.762
C  -3.129  -3.784  0.824
C  -2.071  -2.921  1.583
C  -3.621  -2.020  -0.786
C  0.515  0.889  -3.736
H  -2.368  5.306  4.370
H  -4.269  -1.520  -1.499
H  2.323  -2.134  2.715
H  -0.189  -4.336  1.461
H  -0.603  3.573  4.058
H  1.103  -3.499  -1.747
H  0.266  -0.052  -4.194
H  2.718  -5.081  -2.690
H  3.932  -2.414  1.286
H  5.537  -4.033  0.357
H  -2.242  -0.426  -0.865
H  0.050  -1.413  -3.007
H  0.803  -3.058  2.755
H  1.385  5.796  -0.292
H  4.931  -5.389  -1.621
H  -3.683  -4.424  1.508
H  -5.051  -3.470  -0.257
H  1.514  5.516  -2.765
H  -1.961  -5.643  0.417
H  1.382  4.025  -4.745
H  -2.183  -2.802  2.658
H  0.885  1.780  -5.648
H  0.856  3.809  1.104
H  -4.185  4.216  0.670
H  -3.203  2.421  -0.696
H  5.159  2.324  1.016
H  5.182  1.083  -0.278
H  -1.228  -3.423  -3.082
H  4.210  2.579  -0.486

* lowest unoccupied orbital energy (spin up / spin down): -1.162 / -1.364 eV
* <S²>: 2.037
* energy relative to the best compared isomer or geometry (same formula, charge and spin): 518.7 kJ/mol
* spin multiplicity: 3
* E: -5762.66864 Eh
* charge: 0



No. 8
A 2-piece molecular cluster, C2H8S3 overall, computed with ωB97M-V/def2-TZVPD.

Atoms and positions in Å:
S  -1.433  -1.366  1.541
S  -1.392  -1.284  -0.512
S  0.805  1.555  -0.301
C  1.194  1.302  -2.065
C  2.309  1.044  0.570
H  1.453  2.257  -2.507
H  3.202  1.282  -0.016
H  -0.621  -2.425  1.687
H  2.381  1.715  1.416
H  -0.296  -0.863  -1.178
H  2.296  -0.038  0.662
H  0.547  0.546  -2.497
H  2.125  0.726  -2.050

* lowest unoccupied orbital energy: 0.228 eV
* energy relative to the best compared isomer or geometry (same formula, charge and spin): 108.5 kJ/mol
* E: -1275.50552 Eh
* charge: 0
* SMILES string: CSC.SS



No. 9
A 9-piece molecular cluster, C27H27F9O27 overall, computed with ωB97M-V/def2-TZVPD.

Atoms and positions in Å:
F  -5.833  1.963  -3.351
F  -0.343  5.209  -3.910
F  1.637  -3.086  8.428
F  1.309  4.554  1.997
F  -6.220  0.773  10.118
F  -2.127  -0.393  -0.763
F  7.280  -1.365  -0.047
F  4.871  -0.166  -7.101
F  -2.687  -6.698  -0.117
O  1.961  -0.039  -6.359
O  1.137  4.529  -6.775
O  2.623  3.879  0.423
O  -3.501  0.822  9.316
O  4.710  -2.154  0.875
O  -0.595  -5.832  -0.017
O  -0.435  3.546  -8.003
O  6.663  -2.727  1.578
O  0.888  -3.550  6.386
O  4.948  -2.399  3.119
O  -5.010  2.294  9.004
O  2.279  -0.684  -4.142
O  0.150  -6.898  -1.782
O  -2.937  0.813  3.139
O  -6.805  2.247  -6.257
O  4.167  4.091  -1.196
O  1.541  -6.619  -0.070
O  4.504  5.012  0.860
O  -2.904  2.870  10.041
O  -7.924  0.266  -6.535
O  -1.135  -4.577  5.988
O  -2.516  0.923  0.924
O  -0.889  -2.601  7.085
O  -0.675  3.999  -5.836
O  -6.303  0.549  -5.058
O  3.507  -1.422  -5.834
O  -1.105  0.049  2.327
C  -4.545  0.162  8.569
C  0.135  -1.666  7.358
C  -1.280  -6.788  -2.004
C  1.326  -2.560  7.243
C  2.554  -0.706  -5.383
C  0.458  -6.478  -0.577
C  5.392  -2.412  1.931
C  -0.524  -0.294  1.049
C  -7.074  0.914  -5.976
C  3.665  5.336  1.962
C  -5.710  1.089  8.913
C  -1.771  -5.927  -0.829
C  -2.269  0.527  2.172
C  5.300  -2.657  -0.303
C  -0.061  4.013  -6.962
C  2.523  -0.391  -7.622
C  6.748  -2.539  0.163
C  3.787  -1.063  -7.115
C  -0.411  -3.624  6.360
C  2.547  4.181  1.791
C  -5.639  2.667  -5.635
C  3.837  4.252  -0.022
C  0.227  4.377  -4.783
C  -3.753  2.051  9.541
C  -5.450  1.560  -4.547
C  1.221  5.190  -5.520
C  -1.489  0.409  0.103
H  1.788  -1.076  -8.046
H  0.161  -0.912  6.571
H  -4.782  2.766  -6.302
H  2.206  5.237  -5.057
H  0.831  6.203  -5.619
H  -1.542  -6.245  -2.913
H  5.326  -2.037  -1.199
H  -1.664  -7.805  -2.084
H  -5.767  3.681  -5.255
H  -2.215  -4.972  -1.110
H  2.171  -1.977  6.877
H  4.957  -3.692  -0.335
H  -0.065  -1.167  8.306
H  -4.431  1.181  -4.473
H  -6.499  1.042  8.163
H  0.477  0.090  0.851
H  3.213  6.325  2.036
H  4.292  -1.781  -7.762
H  2.846  0.447  -8.240
H  -4.271  0.288  7.521
H  2.559  3.247  2.354
H  0.785  3.606  -4.251
H  -0.458  -1.365  0.853
H  -4.524  -0.915  8.733
H  4.232  5.186  2.881
H  7.348  -3.302  -0.334
H  -0.946  1.141  -0.495

* lowest unoccupied orbital energy: -0.319 eV
* energy relative to the best compared isomer or geometry (same formula, charge and spin): 626.4 kJ/mol
* E: -3975.27553 Eh
* charge: 0
* SMILES string: O=C1OC[C@@H](F)O1.O=C1OC[C@@H](F)O1.O=C1OC[C@@H](F)O1.O=C1OC[C@@H](F)O1.O=C1OC[C@@H](F)O1.O=C1OC[C@@H](F)O1.O=C1OC[C@@H](F)O1.O=C1OC[C@@H](F)O1.O=C1OC[C@@H](F)O1